Density functional theory data (ωB97M-V with the def2-TZVPD basis set) for 2 unconnected molecules or ions with the total composition CCl2O2S in a non-equilibrium geometry.

Structure (XYZ):
```
6
Properties=species:S:1:pos:R:3:forces:R:3
C -0.093 -1.307 -0.306 0.6 0.4 -2.6
O 0.059 -1.845 -1.344 -0.3 0.4 1.2
O -0.848 2.134 -0.677 -0.5 0.3 -0.4
S 0.438 1.504 -0.480 0.3 -0.7 0.7
Cl -0.308 -1.916 1.237 -0.2 -0.5 1.2
Cl 0.752 1.430 1.570 0.2 0.0 -0.2
```
Positions in Å, forces in eV/Å.

The calculation puts the orbital gap (alpha / beta) at 7.745 / 8.027 eV. For the HOMO energy (alpha / beta), the calculation gives -9.25 / -9.30 eV. The value obtained for the energy above the lowest of the compared OMol25 structures with the same formula, charge and spin is 29.45 kcal per mole.

Here are the natural (NBO) charges for atoms 1 to 5, given in e: 0.40, -0.46, -0.79, 1.04, 0.07